Computed, not measured: a gas-phase ion, C6H10NO2 (charge +1), with ωB97M-V/def2-TZVPD.

XYZ file:
```
19
Properties=species:S:1:pos:R:3
C 0.787 -1.999 -0.351
C 1.908 -1.194 0.074
C -0.502 -1.617 -0.063
C 2.133 0.073 0.110
C -0.986 -0.260 0.376
C -0.779 2.082 -0.299
N -0.474 0.720 -0.571
O 2.275 1.312 0.499
O -2.420 -0.270 0.389
H 0.951 -2.915 -0.798
H 2.753 -1.799 0.424
H -1.392 -2.219 -0.146
H -0.573 0.084 1.376
H -1.781 2.164 -0.032
H -0.075 2.419 0.579
H -0.437 2.709 -1.159
H -0.626 0.357 -1.539
H 1.940 1.261 1.428
H -2.702 -0.908 -0.296
```

Calculated values
E	-439.43844	Eh
ΔE to the lowest compared entry with this formula, charge and spin	3.4173	eV
lowest unoccupied orbital energy	-5.4	eV
net charge	+1

***

Computed, not measured: a gas-phase ion, C6H10NO2S (charge +1), with ωB97M-V/def2-TZVPD.

XYZ file:
```
20
Properties=species:S:1:pos:R:3
C -0.995 -0.579 -0.148
C 1.499 -0.304 1.868
C 0.921 0.615 1.123
C 0.826 0.291 -1.461
C -0.152 -0.379 -2.528
C -1.626 -0.981 1.136
N 0.185 -0.098 -0.219
O 0.421 2.748 0.199
O 0.666 1.924 1.288
S -1.703 -0.823 -1.665
H 1.881 -0.076 2.860
H 1.372 -1.327 1.557
H 1.786 -0.051 -1.315
H 0.754 1.353 -1.572
H -0.391 0.279 -3.295
H 0.287 -1.374 -2.755
H -0.871 -1.314 1.987
H -2.319 -1.791 0.951
H -2.324 -0.267 1.579
H -0.513 3.116 0.351
```

Calculated values
E	-837.61903	Eh
ΔE to the lowest compared entry with this formula, charge and spin	4.6792	eV
lowest unoccupied orbital energy	-3.8	eV
net charge	+1

***

Computed, not measured: a molecular structure, C6H10NS, with ωB97M-V/def2-TZVPD.

XYZ file:
```
18
Properties=species:S:1:pos:R:3
C 2.160 -0.675 -1.947
C 2.221 -1.655 -1.275
C 0.864 -0.621 1.689
C 0.422 1.368 -0.188
C -0.769 1.059 0.862
C -0.470 -0.189 1.719
N -0.770 -1.473 1.032
S 2.295 -1.079 1.481
H 2.401 0.049 -2.805
H 0.240 0.610 -0.937
H 0.448 2.370 -0.504
H 1.493 1.308 0.190
H -1.003 2.024 1.309
H -1.591 0.870 0.150
H -1.137 -0.071 2.576
H -0.948 -2.251 1.582
H 2.342 -2.581 -0.714
H -0.742 -1.496 0.076
```

Calculated values
E	-687.10421	Eh
ΔE to the lowest compared entry with this formula, charge and spin	4.8537	eV
lowest unoccupied orbital energy	-5.5	eV
net charge	+1

***

Computed, not measured: C6H10O in the gas phase, with ωB97M-V/def2-TZVPD.

XYZ file:
```
17
Properties=species:S:1:pos:R:3
C -2.027 -1.603 0.530
C -1.123 -0.817 0.405
C 0.138 -0.037 0.460
C 1.156 -1.002 1.091
O -0.023 1.131 1.254
C 0.615 0.450 -0.915
C -0.314 1.449 -1.602
H -2.808 -2.322 0.647
H 0.816 -1.287 2.092
H 1.225 -1.915 0.491
H 2.145 -0.543 1.169
H -0.530 0.889 2.040
H 1.595 0.918 -0.757
H 0.773 -0.426 -1.556
H 0.114 1.760 -2.563
H -0.452 2.341 -0.986
H -1.300 1.013 -1.800
```

Calculated values
E	-309.78818	Eh
ΔE to the lowest compared entry with this formula, charge and spin	1.4747	eV
lowest unoccupied orbital energy	0.9	eV
net charge	0

***

Computed, not measured: 3 unconnected molecules or ions with the total composition C6H10O, with ωB97M-V/def2-TZVPD.

XYZ file:
```
17
Properties=species:S:1:pos:R:3
C 1.711 -0.701 -0.046
C 0.481 -0.039 -0.069
C -0.697 0.333 -1.321
C -1.643 0.394 -0.153
C -0.767 -0.792 0.182
O -1.184 1.462 0.647
C 0.235 1.232 0.745
H 1.832 -1.622 -0.610
H 0.936 -1.498 1.389
H 2.624 -0.155 0.178
H -0.307 1.285 -1.678
H -0.882 -0.382 -2.119
H -2.724 0.350 -0.228
H -0.944 -1.752 -0.298
H 0.098 -1.552 1.568
H 0.779 2.103 0.360
H 0.504 1.060 1.793
```

Calculated values
E	-309.62046	Eh
ΔE to the lowest compared entry with this formula, charge and spin	6.0385	eV
lowest unoccupied orbital energy	0.5	eV
net charge	0

***

Computed, not measured: C6H10O in the gas phase, with ωB97M-V/def2-TZVPD.

XYZ file:
```
17
Properties=species:S:1:pos:R:3
C 0.825 1.319 0.909
C 0.239 0.199 0.491
C -1.417 0.097 0.473
C -1.983 0.531 -0.865
C 0.785 -1.091 0.062
C 2.394 -1.035 -0.426
O 3.166 -0.092 -0.389
H 1.906 1.413 0.962
H 0.245 2.194 1.187
H -1.775 0.752 1.274
H -1.747 -0.912 0.736
H -3.077 0.588 -0.821
H -1.717 -0.171 -1.661
H -1.616 1.523 -1.150
H 0.750 -1.830 0.867
H 0.270 -1.475 -0.824
H 2.752 -2.009 -0.824
```

Calculated values
E	-309.79733	Eh
ΔE to the lowest compared entry with this formula, charge and spin	1.2256	eV
lowest unoccupied orbital energy	1.0	eV
net charge	0

***

Computed, not measured: a molecular structure, C6H10O, with ωB97M-V/def2-TZVPD.

XYZ file:
```
17
Properties=species:S:1:pos:R:3
C 0.691 1.538 0.656
C 0.340 0.999 -0.753
C 0.957 -0.419 -0.749
C -0.309 -0.778 0.016
C -0.751 -1.980 0.666
O -0.311 -0.583 1.398
C -1.058 0.318 -0.701
H 0.806 0.454 1.405
H 1.695 1.957 0.704
H -0.046 2.318 0.967
H 0.534 1.645 -1.622
H 0.944 -0.907 -1.724
H 1.934 -0.543 -0.270
H -1.813 -2.211 0.751
H -0.057 -2.793 0.881
H -1.864 0.809 -0.148
H -1.403 -0.025 -1.680
```

Calculated values
E	-309.71149	Eh
ΔE to the lowest compared entry with this formula, charge and spin	3.5614	eV
lowest unoccupied orbital energy	0.9	eV
net charge	0

***

Computed, not measured: C6H10O in the gas phase, with ωB97M-V/def2-TZVPD.

XYZ file:
```
17
Properties=species:S:1:pos:R:3
C 1.229 1.123 -0.897
C 0.762 -0.309 -0.744
C 0.693 -0.644 0.786
C -0.525 0.306 1.426
C -1.631 0.251 0.681
C -1.474 -0.824 -0.339
O -0.527 -0.491 -1.341
H 2.279 1.198 -0.593
H 0.626 1.759 -0.245
H 1.121 1.467 -1.927
H 1.437 -0.967 -1.324
H 1.597 -0.346 1.294
H 0.753 -1.766 0.836
H -0.451 1.122 2.179
H -2.531 0.866 0.740
H -0.977 -1.575 0.288
H -2.382 -1.171 -0.820
```

Calculated values
E	-309.77316	Eh
ΔE to the lowest compared entry with this formula, charge and spin	1.8833	eV
lowest unoccupied orbital energy	1.1	eV
net charge	0

***

Computed, not measured: 2 unconnected molecules or ions with the total composition C6H10O, with ωB97M-V/def2-TZVPD.

XYZ file:
```
17
Properties=species:S:1:pos:R:3
C -1.092 -1.140 -0.227
C -1.846 -0.061 -0.028
C -1.824 0.610 1.297
O -1.010 0.373 2.165
H -1.084 -1.680 -1.170
H -0.463 -1.516 0.577
H -2.511 0.343 -0.794
H -2.633 1.351 1.466
C 2.135 -0.775 -0.423
C 1.314 0.051 -1.063
C 0.857 1.337 -0.461
H 2.630 -1.581 -0.948
H 2.378 -0.624 0.629
H 1.027 -0.152 -2.098
H -0.199 1.524 -0.656
H 1.448 2.140 -0.912
H 1.030 1.338 0.621
```

Calculated values
E	-309.77949	Eh
ΔE to the lowest compared entry with this formula, charge and spin	1.7112	eV
lowest unoccupied orbital energy	0.2	eV
net charge	0

***

Computed, not measured: C6H10O in the gas phase, with ωB97M-V/def2-TZVPD.

XYZ file:
```
17
Properties=species:S:1:pos:R:3
C 1.971 0.892 -0.303
C 1.199 -0.338 0.114
O 0.525 -0.212 1.386
C -0.609 -0.950 0.888
C -1.826 -0.065 0.613
C -1.177 0.348 -0.738
C -0.107 -0.766 -0.560
H 1.322 1.767 -0.427
H 2.729 1.123 0.455
H 2.487 0.688 -1.250
H 1.890 -1.196 0.155
H -0.721 -1.917 1.389
H -2.038 0.717 1.351
H -2.722 -0.679 0.458
H -1.822 0.227 -1.614
H -0.760 1.362 -0.743
H -0.069 -1.560 -1.308
```

Calculated values
E	-309.79263	Eh
ΔE to the lowest compared entry with this formula, charge and spin	1.3535	eV
lowest unoccupied orbital energy	1.2	eV
net charge	0

***

Computed, not measured: 2 unconnected molecules or ions with the total composition C6H10O, with ωB97M-V/def2-TZVPD.

XYZ file:
```
17
Properties=species:S:1:pos:R:3
C 1.216 0.563 0.116
C 1.451 -0.456 -0.702
C 0.303 -0.725 -1.642
C -0.782 0.299 -1.212
C -0.139 1.186 -0.114
H 1.903 0.924 0.877
H 2.364 -1.046 -0.714
H 0.606 -0.590 -2.689
H -0.050 -1.761 -1.555
H -1.122 0.900 -2.061
H -1.664 -0.219 -0.820
H -0.742 1.202 0.805
H -0.049 2.235 -0.425
C -0.827 -0.626 2.535
O 0.143 -1.339 2.533
H -0.890 0.296 3.149
H -1.721 -0.842 1.918
```

Calculated values
E	-309.80121	Eh
ΔE to the lowest compared entry with this formula, charge and spin	1.1201	eV
lowest unoccupied orbital energy	0.9	eV
net charge	0

***

Computed, not measured: C6H10O in the gas phase, with ωB97M-V/def2-TZVPD.

XYZ file:
```
17
Properties=species:S:1:pos:R:3
C -2.077 0.240 -0.079
C -0.586 0.063 0.009
C 0.356 0.206 -1.199
C 1.268 -0.113 -0.028
O 2.614 -0.238 -0.318
C 0.227 -1.195 0.410
C 0.431 0.874 0.858
H -2.484 -0.449 -0.827
H -2.582 0.059 0.875
H -2.313 1.260 -0.406
H 0.456 1.200 -1.645
H 0.296 -0.589 -1.950
H 3.168 -0.395 0.451
H 0.164 -1.457 1.472
H 0.160 -2.076 -0.232
H 0.390 0.662 1.935
H 0.512 1.949 0.673
```

Calculated values
E	-309.78212	Eh
ΔE to the lowest compared entry with this formula, charge and spin	1.6395	eV
lowest unoccupied orbital energy	0.8	eV
net charge	0

***

> Look up the net charge of the sixth one.

0

***

What did the first record say?
Computed, not measured: a gas-phase ion, C6H10NO2 (charge +1), with ωB97M-V/def2-TZVPD.

XYZ file:
```
19
Properties=species:S:1:pos:R:3
C 0.787 -1.999 -0.351
C 1.908 -1.194 0.074
C -0.502 -1.617 -0.063
C 2.133 0.073 0.110
C -0.986 -0.260 0.376
C -0.779 2.082 -0.299
N -0.474 0.720 -0.571
O 2.275 1.312 0.499
O -2.420 -0.270 0.389
H 0.951 -2.915 -0.798
H 2.753 -1.799 0.424
H -1.392 -2.219 -0.146
H -0.573 0.084 1.376
H -1.781 2.164 -0.032
H -0.075 2.419 0.579
H -0.437 2.709 -1.159
H -0.626 0.357 -1.539
H 1.940 1.261 1.428
H -2.702 -0.908 -0.296
```

Calculated values
E	-439.43844	Eh
ΔE to the lowest compared entry with this formula, charge and spin	3.4173	eV
lowest unoccupied orbital energy	-5.4	eV
net charge	+1